{"formula": "C36H65N12ORuS2Te", "method": "ωB97M-V/def2-TZVPD", "species": ["Te", "Ru", "S", "S", "O", "N", "N", "N", "N", "N", "N", "N", "N", "N", "N", "N", "N", "C", "C", "C", "C", "C", "C", "C", "C", "C", "C", "C", "C", "C", "C", "C", "C", "C", "C", "C", "C", "C", "C", "C", "C", "C", "C", "C", "C", "C", "C", "C", "C", "C", "C", "C", "C", "H", "H", "H", "H", "H", "H", "H", "H", "H", "H", "H", "H", "H", "H", "H", "H", "H", "H", "H", "H", "H", "H", "H", "H", "H", "H", "H", "H", "H", "H", "H", "H", "H", "H", "H", "H", "H", "H", "H", "H", "H", "H", "H", "H", "H", "H", "H", "H", "H", "H", "H", "H", "H", "H", "H", "H", "H", "H", "H", "H", "H", "H", "H", "H", "H"], "coordinates": [[-1.5547, -0.0259, 2.5866], [0.2435, 0.7879, 0.3460], [-0.6741, 1.5956, 5.5093], [-1.5438, 2.6547, -0.2588], [-5.4653, 1.9732, 2.6355], [-0.4386, -1.6096, 3.7577], [-0.2980, -3.9732, 3.1021], [-3.5912, 1.9901, 1.3516], [0.6306, 0.9608, -1.9966], [0.8653, 2.2896, -3.9205], [1.5011, 2.7471, 1.4621], [-4.0637, 2.5953, -0.8877], [1.4992, -1.2242, -0.4545], [2.3889, 0.7077, 1.1520], [3.8702, 2.4570, 1.8077], [-1.1658, 1.2862, -3.4387], [-0.4863, -2.2093, 1.5447], [-0.1264, -3.0156, 0.3953], [-1.8674, 0.1180, -2.9356], [3.2816, -0.4318, 1.0096], [-7.0457, -1.3951, 0.6333], [-4.8808, 1.4487, 1.7275], [0.7622, 2.2105, -5.3762], [-6.2053, -2.0777, -0.2383], [-1.2356, -2.0063, 4.9677], [-4.9214, -1.6058, -0.4896], [-0.3854, -2.6823, 2.7222], [0.1214, 1.5204, -3.0759], [-4.4761, -0.4540, 0.1330], [-1.9625, 2.2673, -4.1652], [2.0540, 0.6380, -2.0285], [4.0230, 3.6670, 2.6242], [-3.1949, 2.3798, 0.0709], [-5.5286, 2.8148, -0.9109], [1.6429, 3.9370, 0.6009], [-1.0651, -4.9933, 2.3656], [-5.3135, 0.2314, 1.0104], [-1.8399, 1.2142, 4.2886], [2.4512, -1.6378, 0.5831], [0.3500, -4.4970, 4.3131], [-1.7832, 2.5597, 6.3814], [5.1399, 1.9153, 1.3009], [0.3976, -2.1722, -0.7519], [0.8468, 3.0668, 2.7355], [-7.7187, 2.2426, -1.9829], [-3.0304, 1.8234, 4.5793], [2.1892, -0.8402, -1.7131], [-6.5998, -0.2428, 1.2611], [0.9474, -1.1471, 4.1003], [2.6802, 1.9205, 1.5081], [-6.2485, 1.8522, -1.8476], [-2.9918, 2.6087, 5.7653], [1.8358, 3.2507, -3.4142], [4.9902, 1.3797, 0.3720], [-1.5706, -1.1140, 5.4866], [0.6039, -3.7768, 0.6835], [1.0057, 2.2540, 3.4371], [1.2160, 3.9955, 3.1760], [-1.4764, 3.0234, 7.3091], [0.6501, 4.2671, 0.2990], [-5.6756, 3.8367, -1.2661], [3.1262, -2.4241, 0.2289], [-2.8739, 0.1120, -3.3519], [4.9028, 3.5346, 3.2515], [4.0327, -0.2480, 0.2450], [-5.7638, 1.8837, -2.8294], [-0.9939, -3.5409, -0.0081], [1.9007, -2.0263, 1.4351], [1.7472, 1.9934, -5.7928], [-3.9488, 1.7070, 4.0111], [-1.6210, -5.5861, 3.0925], [-3.3068, 2.6858, 2.0343], [2.6111, 1.2300, -1.2962], [1.6216, 4.2365, -3.8329], [-8.0479, -1.7581, 0.8204], [-2.3869, 1.8342, -5.0713], [-2.7846, 2.6310, -3.5450], [-0.4189, -1.5805, -1.1725], [-1.3645, -0.8002, -3.2457], [-0.2226, 3.1879, 2.5674], [-4.2785, -2.1342, -1.1835], [2.1346, 4.7664, 1.1148], [2.2169, 3.6832, -0.2903], [2.5080, 0.8156, -3.0039], [-3.8424, 3.1580, 6.1464], [-1.9410, 0.1259, -1.8488], [-1.7811, -4.5222, 1.6990], [-7.8276, 3.2089, -2.4792], [5.7949, 2.7578, 1.0852], [-7.2385, 0.3065, 1.9408], [-0.4149, -5.6608, 1.8012], [0.8991, -0.4934, 4.9644], [-0.6242, -2.5927, 5.6487], [-6.5526, -2.9808, -0.7255], [5.6371, 1.2732, 2.0289], [0.7035, -2.8841, -1.5256], [0.4173, 3.1517, -5.8095], [4.1784, 4.5537, 2.0084], [-8.2589, 1.5040, -2.5734], [0.0853, 1.4122, -5.6664], [-0.3820, -4.7373, 5.0850], [0.8664, -5.4164, 4.0423], [-5.9343, 2.7738, 0.0942], [-6.1593, 0.8320, -1.4735], [3.8163, -0.6600, 1.9355], [3.1750, 3.8161, 3.2808], [-8.2011, 2.3087, -1.0047], [1.7522, -1.4025, -2.5382], [-2.1019, -2.5816, 4.6506], [3.2461, -1.1136, -1.6647], [1.0923, -3.8164, 4.7140], [-3.6103, 2.8370, -1.7574], [1.5825, -1.9933, 4.3466], [-3.4843, -0.0824, -0.0823], [1.7581, 3.3147, -2.3324], [2.8593, 2.9848, -3.6906], [1.3650, -0.6137, 3.2499], [-1.3630, 3.1281, -4.4343]], "de_lowest_ev": 1.457, "molar_mass_g_mol": 974.80, "multiplicity": 5, "total_charge": 3, "homo_lumo_gap_ev": [6.5791, 7.0634], "lumo_energy_ev": [-8.104, -8.339]}



{"formula": "C36H66ClN4O8", "method": "ωB97M-V/def2-TZVPD", "species": ["Cl", "O", "O", "O", "O", "O", "O", "O", "O", "N", "N", "N", "N", "C", "C", "C", "C", "C", "C", "C", "C", "C", "C", "C", "C", "C", "C", "C", "C", "C", "C", "C", "C", "C", "C", "C", "C", "C", "C", "C", "C", "C", "C", "C", "C", "C", "C", "C", "C", "H", "H", "H", "H", "H", "H", "H", "H", "H", "H", "H", "H", "H", "H", "H", "H", "H", "H", "H", "H", "H", "H", "H", "H", "H", "H", "H", "H", "H", "H", "H", "H", "H", "H", "H", "H", "H", "H", "H", "H", "H", "H", "H", "H", "H", "H", "H", "H", "H", "H", "H", "H", "H", "H", "H", "H", "H", "H", "H", "H", "H", "H", "H", "H", "H", "H"], "coordinates": [[-1.5633, -0.2364, -6.1279], [-3.4290, -3.6325, -1.4436], [6.2032, 4.4195, -0.9726], [-2.8259, -1.6381, -3.3341], [-7.5463, -0.6773, -2.2777], [1.5042, -5.1854, 0.8990], [-6.8071, -2.0431, -4.1080], [3.3081, 1.8065, 0.7917], [4.9686, -1.9220, 2.3749], [5.4970, -0.5034, 0.7194], [1.9189, -7.0650, 2.0510], [-3.8856, -1.4097, -2.5480], [8.2919, 4.3872, -0.1550], [-5.8621, 1.5348, 0.2911], [-5.0470, 0.3171, -0.5156], [1.4868, 1.8338, 2.5147], [-0.8956, 2.9608, 1.9190], [-3.6783, -2.3808, 1.0387], [-2.9046, -1.9698, 2.4264], [-4.6433, -0.0497, -4.7135], [-6.4678, -1.1089, -3.1762], [9.7130, 4.6391, -0.1357], [4.1277, 2.7661, 0.0150], [-2.9087, -3.1785, -0.1615], [-2.7689, 2.5888, 3.9198], [2.9933, 2.4068, 2.1301], [-1.3138, -3.5766, 0.1557], [5.6573, -1.6821, 1.3852], [-5.3507, 1.7354, 1.8357], [-0.2518, -6.8123, 0.9192], [7.3876, 4.7136, -1.1214], [-4.4246, -2.7176, -2.0411], [-1.8414, 1.9094, 2.7491], [6.6844, -2.6535, 0.8741], [-4.9106, -0.4929, -3.1602], [-4.5288, 3.1903, 1.8731], [7.8833, 5.4300, -2.3464], [-0.5153, -3.1854, 1.5319], [1.6487, -8.3742, 2.5951], [-3.7862, 1.3136, -4.9582], [-1.5278, -0.2855, -1.4847], [-1.5390, -1.3833, -2.6943], [1.1095, -6.2859, 1.2789], [-1.3280, -2.3419, 2.6781], [-5.0373, 0.8018, -2.1062], [-2.1522, 1.1430, -4.9764], [-3.9674, 3.5680, 3.3712], [6.1976, -0.0332, -0.4515], [0.3788, 2.0637, 1.3148], [4.0642, 2.4737, -1.1349], [-2.4786, 1.2714, 1.9845], [-0.0973, 1.0019, 1.0506], [6.4357, -2.9610, -0.1450], [-0.4591, 0.2461, -1.5288], [-4.8065, -2.0996, 0.9089], [-4.2174, -0.9257, -5.4046], [7.0435, 5.6197, -3.0216], [-4.8798, 3.4424, 4.1179], [1.0596, 2.3325, 3.5082], [2.9027, 3.5759, 2.0904], [8.3247, 6.3902, -2.0669], [8.6155, 4.8115, -2.8723], [7.6783, -2.1993, 0.9043], [-3.5438, -1.3613, 3.2255], [7.8778, 3.9073, 0.6360], [2.8170, -6.6384, 2.2478], [-5.2764, -2.6185, -1.2105], [-5.8273, 2.5623, -0.2987], [-1.7353, 2.1357, -5.4943], [-1.6451, 1.1076, -3.9230], [4.7867, 0.0939, 1.1270], [-0.7671, -0.9826, -3.5126], [1.7319, -8.3123, 3.6829], [0.6578, -8.7414, 2.3250], [0.8321, 2.5170, 0.3343], [-3.6682, 3.2052, 1.0716], [-5.7267, -0.6295, -0.4098], [0.6187, -3.5121, 1.6743], [-3.2188, 1.7425, 4.6196], [3.7484, 2.0590, 2.9633], [5.4596, 0.1521, -1.2358], [-1.6142, -0.7232, -0.4013], [-2.3113, 0.5777, -1.5729], [-0.7135, -4.1895, -0.6732], [6.6921, -3.5431, 1.5108], [-7.0202, 1.2527, 0.3431], [6.9386, -0.7491, -0.8093], [-0.8073, -2.0012, 3.6687], [-4.1494, 1.5571, -2.2013], [-4.0682, 1.6772, -6.0624], [-0.7749, -6.0762, 0.3015], [9.9376, 5.2431, 0.7468], [3.7476, 3.8857, 0.0974], [-5.3034, 4.0296, 1.5590], [10.0562, 5.1591, -1.0310], [-5.7201, 0.1711, -5.1848], [-1.4245, 3.4189, 0.9747], [-4.0442, 2.2222, -4.2693], [2.4091, -9.0616, 2.2165], [-4.6259, 0.8632, 2.1295], [-1.1111, 1.1497, 3.2866], [-6.0250, 1.4401, -2.3133], [-0.5145, 3.8636, 2.5772], [-0.1567, -7.7382, 0.3459], [-3.9756, 0.1992, -0.0596], [1.5541, 0.6600, 2.7143], [-0.8398, -6.9825, 1.8250], [-6.2462, 1.7910, 2.6166], [5.2391, 2.7438, 0.3998], [-4.8162, -3.3145, -3.0003], [6.6915, 0.9074, -0.1954], [-3.6452, 4.7082, 3.4550], [10.2259, 3.6779, -0.0517], [-2.0433, 3.2580, 4.5820], [-1.0991, -2.4480, -2.3805]], "de_lowest_ev": 18.351, "molar_mass_g_mol": 718.40, "total_charge": -1, "homo_lumo_gap_ev": 5.8272, "lumo_energy_ev": 1.475}